Entry from the Open Molecules 2025 dataset: C6H14ClN4O6RhTe as an isolated structure (ωB97M-V with the def2-TZVPD basis set).

## Properties
Maximum force in hartree/bohr: 0.011
Gap between HOMO and LUMO (alpha / beta) in eV: 6.143 / 6.067
Net charge: 0

Geometry as XYZ:
```
33
Properties=species:S:1:pos:R:3:forces:R:3
Rh -2.156926 -1.588285 -1.973471 -0.086 -0.348 -0.058
N -0.180489 -1.430658 -1.894916 0.122 0.173 -0.019
C 0.346375 -1.772725 -0.557918 -0.093 0.008 0.056
C 1.634897 -1.023555 -0.213704 -0.027 0.070 0.035
C 1.713815 0.464407 -0.596368 -0.021 0.043 -0.003
C 0.630327 1.404940 -0.038343 -0.007 -0.003 -0.021
N 0.275362 1.129578 1.352689 -0.010 -0.074 -0.023
C 1.099485 1.189975 2.382114 -0.016 -0.055 0.079
N 2.153914 2.017972 2.382163 0.006 0.018 -0.068
N 0.844485 0.408251 3.432219 0.049 -0.004 -0.008
C -0.776980 -1.616046 0.498340 0.037 -0.213 -0.015
O -0.452029 -1.482546 1.692152 0.016 -0.004 -0.066
O -1.964262 -1.679321 0.078652 -0.070 0.561 -0.051
H 0.333492 -1.872451 -2.650947 -0.057 -0.261 0.044
H -0.146732 -0.420855 -2.042115 0.190 -0.104 -0.104
H 0.539485 -2.849542 -0.569085 0.019 0.045 0.007
H 2.481765 -1.523125 -0.688697 -0.015 0.003 -0.026
H 1.773599 -1.138658 0.862822 0.029 -0.016 -0.007
H 1.705417 0.588214 -1.683344 0.033 -0.010 0.005
H 2.698301 0.816388 -0.279206 -0.003 0.004 0.016
H -0.307309 1.331541 -0.592970 0.024 -0.034 0.017
H 0.947090 2.444511 -0.149632 -0.002 -0.008 0.015
H -0.412796 0.386139 1.470527 -0.054 0.118 -0.004
H 2.214389 2.738793 1.684494 -0.004 0.008 0.018
H 2.737170 2.105234 3.194367 0.000 -0.007 0.003
H 0.254003 -0.402337 3.263006 0.005 -0.041 -0.015
H 1.435576 0.418156 4.243063 -0.015 0.033 0.026
O -3.807444 1.392226 -0.585589 -0.057 0.043 0.075
Cl -3.478270 1.065632 -1.932268 0.043 0.006 0.115
O -3.811457 2.108148 -2.833683 0.007 0.092 -0.099
O -4.116350 -0.181751 -2.333664 -0.157 -0.123 0.099
O -2.014579 0.805089 -2.000564 -0.023 -0.131 0.096
Te -2.193314 -3.833324 -2.920112 0.137 0.213 -0.117
```
Positions in Å, forces in eV/Å.



Entry from the Open Molecules 2025 dataset: C48H46FeN6O2S4Si as an isolated structure (ωB97M-V with the def2-TZVPD basis set).

## Properties
2S+1: 5
Maximum force in hartree/bohr: 0.014
Relative energy (zero: lowest compared OMol25 entry of this formula, charge and spin) in eV: 0.000
Gap between HOMO and LUMO (alpha / beta) in eV: 6.075 / 6.019
Net charge: 0

Geometry as XYZ:
```
108
Properties=species:S:1:pos:R:3:forces:R:3
Fe 1.780251 -1.260447 -0.230111 0.562 0.150 -0.275
C 6.005502 -3.793350 4.889296 0.130 -0.003 0.092
Si 4.401395 -3.808397 3.919987 0.078 0.116 -0.058
C 3.007807 -3.536334 5.122739 -0.175 0.008 0.116
C 4.271924 -5.446691 3.051417 -0.049 -0.194 -0.077
C 4.501744 -2.418204 2.664026 -0.167 0.020 -0.150
C 5.613086 -1.589586 2.596738 0.005 -0.024 0.059
C 5.719085 -0.576446 1.645709 -0.004 0.001 0.006
C 4.683612 -0.438558 0.747756 -0.048 -0.018 -0.114
N 3.603589 -1.215886 0.781447 0.398 -0.074 0.315
C 3.468039 -2.177349 1.721618 0.023 0.083 -0.025
S 1.933968 -3.004704 1.628175 0.206 0.155 0.106
H 5.999453 -4.608035 5.619650 0.012 0.036 -0.024
H 6.143495 -2.857916 5.439312 0.006 -0.043 -0.016
H 6.872802 -3.938466 4.239064 -0.022 0.002 0.040
H 3.024401 -4.293161 5.913096 -0.014 0.031 -0.030
H 2.044163 -3.577816 4.611985 0.035 0.016 0.029
H 3.107521 -2.553114 5.590517 -0.032 -0.027 0.012
H 4.333797 -6.275269 3.763589 -0.008 0.029 -0.033
H 5.093241 -5.548462 2.337242 -0.025 -0.039 0.007
H 3.332457 -5.521852 2.501286 0.048 -0.003 0.009
H 6.424329 -1.728835 3.304234 -0.016 0.001 -0.028
H 6.582658 0.072692 1.598771 -0.004 -0.014 -0.003
H 4.693171 0.306944 -0.042088 -0.001 -0.001 0.025
N -0.034731 -1.580671 -0.948962 -0.289 -0.426 0.087
S -1.389092 -1.347796 -1.334873 -0.590 0.357 -0.224
N -2.388189 -0.333360 -0.435753 -0.029 -0.189 -0.291
S -2.261344 1.195386 -0.501748 -0.087 -0.071 0.082
N -0.922969 1.926116 -0.508365 0.374 0.169 0.253
S 0.301343 1.691944 0.642956 -0.565 0.235 0.128
N 1.243140 0.615843 0.574422 0.316 -0.194 -0.172
C 0.974112 3.337419 0.548887 0.113 0.048 0.046
C 2.290852 3.424868 0.976155 -0.020 0.079 -0.072
C 2.917208 4.662449 0.962773 0.033 -0.025 0.027
C 2.231304 5.787455 0.528885 0.010 0.006 -0.010
C 0.915622 5.685382 0.095504 -0.009 -0.053 0.022
C 0.278363 4.453268 0.100759 0.077 -0.030 0.031
C -0.620012 1.664207 2.183698 0.087 -0.038 0.094
C -1.131036 2.787532 2.816754 0.067 -0.050 0.086
C -1.803307 2.632334 4.021734 0.090 -0.053 -0.038
C -1.955242 1.367056 4.574862 0.070 0.006 -0.012
C -1.431241 0.252675 3.932613 0.022 -0.027 0.004
C -0.750943 0.393212 2.731902 0.019 0.112 0.069
C -3.086451 1.905679 -1.907797 0.051 -0.070 0.117
C -2.487224 2.911754 -2.638406 0.028 0.080 -0.290
C -3.196361 3.469877 -3.697720 0.108 -0.045 0.105
C -4.474342 3.023031 -3.989808 -0.052 0.039 -0.092
C -5.061794 2.014335 -3.236596 0.022 -0.104 0.117
C -4.364231 1.446460 -2.182508 -0.146 0.028 -0.161
C -3.343123 1.710779 0.810631 -0.068 0.022 -0.172
C -4.006932 0.788016 1.593112 -0.071 0.026 0.258
C -4.856224 1.260305 2.589812 0.054 -0.066 -0.117
C -5.029336 2.622296 2.768832 -0.092 0.053 0.038
C -4.356254 3.533819 1.964788 0.008 -0.003 -0.184
C -3.502293 3.077757 0.974881 -0.298 0.128 0.067
C -2.475891 -2.756708 -1.317932 0.124 -0.103 0.002
C -3.861310 -2.682566 -1.248525 0.007 -0.012 0.021
C -4.596418 -3.857985 -1.266188 0.070 0.017 -0.005
C -3.941805 -5.082383 -1.343370 -0.032 -0.012 -0.001
C -2.557683 -5.139509 -1.395922 0.107 0.005 -0.006
C -1.808259 -3.969138 -1.384959 -0.128 -0.094 0.004
C -1.490592 -0.708295 -3.005907 0.009 0.052 0.025
C -0.401529 0.080534 -3.358749 -0.057 0.011 -0.081
C -0.339140 0.594142 -4.645473 0.041 0.051 0.028
C -1.340820 0.304227 -5.562446 -0.029 -0.005 -0.015
C -2.415641 -0.496954 -5.198799 0.001 0.009 0.080
C -2.498567 -1.007868 -3.909035 -0.062 0.066 -0.045
H 2.807782 2.522993 1.281308 -0.001 0.027 -0.005
H 3.947518 4.744360 1.283074 -0.010 -0.001 -0.010
H 2.729199 6.748696 0.513880 -0.009 -0.011 0.005
H 0.389617 6.563703 -0.255430 -0.003 -0.009 -0.009
H -0.736016 4.352607 -0.256915 -0.017 0.003 -0.002
H -1.005957 3.771905 2.381994 0.022 -0.029 0.022
H -2.203161 3.500461 4.530348 0.003 -0.005 -0.008
H -2.468124 1.252702 5.521739 -0.015 -0.003 -0.014
H -1.533678 -0.730566 4.373567 0.005 0.007 0.002
H -0.294007 -0.455841 2.235119 0.014 -0.007 0.004
H -1.478571 3.222227 -2.400458 -0.029 0.008 -0.006
H -2.740933 4.249873 -4.293168 0.000 -0.006 0.000
H -5.018812 3.459702 -4.817502 -0.001 0.000 0.019
H -6.059621 1.668004 -3.470768 0.004 0.006 -0.002
H -4.803374 0.659945 -1.580657 -0.005 0.008 -0.007
H -3.837062 -0.269006 1.439606 -0.022 0.027 0.000
H -5.377748 0.556352 3.224534 0.008 -0.002 0.004
H -5.691473 2.980801 3.546815 0.001 -0.001 -0.012
H -4.493955 4.597066 2.109456 0.001 0.002 0.011
H -2.965102 3.772622 0.340202 -0.015 -0.009 0.006
H -4.350539 -1.721870 -1.163369 0.007 -0.004 -0.009
H -5.676481 -3.821381 -1.209755 0.003 0.007 -0.002
H -4.518010 -5.998966 -1.353351 0.006 0.012 0.007
H -2.052989 -6.095825 -1.437996 -0.013 0.011 -0.003
H -0.723792 -3.976969 -1.405212 -0.031 -0.017 0.000
H 0.389957 0.263685 -2.641014 0.023 0.000 -0.024
H 0.501748 1.216610 -4.926952 -0.002 -0.015 0.015
H -1.279224 0.695720 -6.570503 -0.004 -0.006 0.018
H -3.188019 -0.731858 -5.920027 0.004 0.000 0.011
H -3.331930 -1.637362 -3.624093 0.025 -0.004 -0.011
O 3.126617 1.813297 -2.839321 -0.057 -0.035 -0.002
C 3.187526 0.604699 -3.000737 -0.120 0.124 0.057
C 3.756758 -0.042022 -4.271045 -0.012 -0.100 0.024
C 3.578655 -1.539203 -4.033650 0.043 0.065 -0.024
C 2.966246 -1.584954 -2.644471 -0.003 0.211 0.055
O 2.671570 -2.606891 -2.027463 -0.039 -0.084 0.069
N 2.755748 -0.349106 -2.124659 -0.005 -0.299 0.024
H 4.794812 0.267979 -4.388938 0.009 -0.010 0.003
H 3.207479 0.333361 -5.135009 0.004 0.015 0.002
H 4.507422 -2.108997 -4.039913 0.003 -0.002 -0.004
H 2.896814 -2.016239 -4.738840 0.002 -0.012 0.010
```
Positions in Å, forces in eV/Å.



Entry from the Open Molecules 2025 dataset: one molecule with the formula C19H25N5O5S2 at a distorted geometry (ωB97M-V with the def2-TZVPD basis set).

## Properties
Maximum force in hartree/bohr: 0.025
Relative energy (zero: lowest compared OMol25 entry of this formula, charge and spin) in eV: 0.043
Structure (SMILES): COC(=O)CSc1nnc(CNC(=O)c2ccc(S(=O)(=O)N3CCCCC3)cc2)n1C
Gap between HOMO and LUMO in eV: 8.654
Net charge: 0

Geometry as XYZ:
```
56
Properties=species:S:1:pos:R:3:forces:R:3
C 7.717057 0.110967 1.753269 0.070 -0.025 0.347
O 7.080965 -0.560861 0.674653 0.195 -0.014 -0.300
C 6.370678 -1.636934 1.004761 0.072 -0.346 0.084
O 6.341872 -2.136674 2.093776 0.099 -0.060 0.066
C 5.666534 -2.246828 -0.194458 -0.281 0.356 0.006
S 5.145325 -1.019869 -1.419961 0.126 -0.255 -0.426
C 4.339383 0.071362 -0.341648 -0.148 0.037 0.049
N 4.328214 -0.021576 0.962629 0.309 -0.692 -0.489
N 3.624368 1.018271 1.430134 -0.625 1.021 0.483
C 3.218864 1.731511 0.416468 0.171 -0.002 -0.064
C 2.351367 2.939418 0.519113 -0.018 -0.126 -0.139
N 0.971158 2.554738 0.746900 0.026 0.128 0.236
C 0.133886 2.279272 -0.277096 -0.016 0.069 0.321
O 0.436913 2.466968 -1.442133 -0.046 0.060 -0.259
C -1.211434 1.770267 0.124575 -0.289 -0.185 -0.074
C -1.386042 0.900241 1.198424 -0.036 0.102 -0.140
C -2.652613 0.433829 1.507006 -0.018 -0.024 0.165
C -3.732782 0.838166 0.746162 -0.545 -0.191 0.216
S -5.371295 0.199785 1.136126 -0.202 -0.185 -0.004
O -5.376073 -0.155780 2.524014 0.316 -0.117 -0.066
O -6.331014 1.143418 0.645770 0.213 0.035 -0.276
N -5.576016 -1.195380 0.275355 -0.051 0.900 0.644
C -4.881486 -2.382702 0.708481 0.535 -0.359 0.395
C -3.584068 -2.612998 -0.069504 -0.238 -0.149 -0.114
C -3.876325 -2.616202 -1.568765 0.208 0.234 0.057
C -4.544802 -1.301361 -1.965741 -0.162 -0.254 0.039
C -5.819568 -1.102080 -1.143069 0.000 0.367 -0.657
C -3.575315 1.701894 -0.321041 -0.022 0.125 -0.053
C -2.309641 2.160974 -0.638086 0.112 -0.052 0.054
N 3.641025 1.164844 -0.756835 0.169 -0.386 0.754
C 3.414787 1.599672 -2.106784 -0.073 0.303 -0.506
H 8.323735 0.895520 1.308429 -0.039 -0.034 0.010
H 6.959256 0.534306 2.415390 0.044 -0.007 -0.028
H 8.337409 -0.585676 2.320042 -0.022 0.102 -0.027
H 6.349718 -2.917106 -0.718256 -0.026 0.033 0.021
H 4.797588 -2.804956 0.153035 0.180 0.025 0.075
H 2.389252 3.512960 -0.409745 0.010 0.052 0.187
H 2.684854 3.554560 1.356184 -0.009 -0.042 -0.139
H 0.716596 2.303588 1.688200 -0.072 0.035 -0.087
H -0.539470 0.559376 1.777110 0.070 -0.028 0.059
H -2.821535 -0.229366 2.340806 0.063 -0.081 0.113
H -4.698239 -2.265136 1.776558 -0.018 -0.257 -0.028
H -5.551730 -3.238015 0.562044 0.004 0.061 0.056
H -2.869252 -1.819345 0.158086 0.038 -0.062 0.018
H -3.145954 -3.564384 0.235418 0.050 0.009 0.060
H -2.950950 -2.751542 -2.131434 -0.039 -0.080 -0.035
H -4.542231 -3.448836 -1.806987 -0.013 -0.095 -0.060
H -3.853892 -0.474958 -1.786182 -0.008 0.004 -0.072
H -4.798871 -1.308636 -3.026563 0.002 0.072 -0.033
H -6.266749 -0.123771 -1.319286 -0.102 -0.145 -0.191
H -6.551466 -1.873372 -1.410884 -0.005 0.075 0.037
H -4.446556 2.010322 -0.876971 -0.058 0.096 -0.110
H -2.151084 2.826228 -1.473171 0.000 0.042 -0.072
H 3.590256 0.759072 -2.776565 -0.049 0.051 -0.017
H 4.101261 2.408530 -2.365680 -0.009 -0.061 -0.053
H 2.384159 1.944286 -2.212084 0.155 -0.079 -0.035
```
Positions in Å, forces in eV/Å.